[1]
{"formula": "C25H61BClN2O11P4", "method": "ωB97M-V with the def2-TZVPD basis set", "elements": ["C", "C", "P", "C", "C", "N", "C", "C", "C", "C", "C", "O", "C", "C", "C", "C", "O", "C", "C", "B", "N", "O", "C", "Cl", "P", "C", "C", "C", "H", "H", "H", "H", "H", "H", "H", "H", "H", "H", "H", "H", "H", "H", "H", "H", "H", "H", "H", "H", "H", "H", "H", "H", "H", "H", "H", "H", "H", "H", "H", "H", "H", "H", "H", "H", "H", "H", "H", "H", "H", "H", "H", "C", "O", "P", "O", "O", "C", "O", "C", "H", "H", "H", "H", "H", "H", "H", "H", "H", "C", "O", "P", "O", "O", "C", "O", "C", "H", "H", "H", "H", "H", "H", "H", "H", "H"], "xyz": [[-1.451, 0.427, 5.371], [-0.530, 1.276, 4.484], [-1.348, 1.983, 2.987], [-2.931, 2.669, 3.609], [-3.116, 4.156, 3.203], [-1.616, 0.422, 2.067], [-0.348, -0.029, 1.332], [0.369, 0.974, 0.462], [1.489, 1.800, 1.128], [2.437, 1.026, 2.029], [3.853, 1.625, 2.085], [4.382, 1.967, 0.822], [-0.939, -1.244, 0.527], [-0.165, -2.576, 0.560], [0.594, -2.880, -0.738], [1.976, -2.230, -0.742], [2.226, -1.517, -1.941], [3.307, -0.616, -1.858], [-2.467, -1.273, 0.742], [-3.065, -2.420, 1.674], [-4.236, -3.131, 1.270], [-2.450, -2.755, 2.872], [-2.773, 0.200, 1.188], [-4.375, 0.139, 2.055], [-2.912, 1.129, -0.454], [-4.617, 0.719, -1.012], [-2.957, 2.951, -0.152], [-2.046, 3.659, -1.198], [-1.879, -0.388, 4.799], [-0.856, -0.002, 6.167], [-2.224, 1.015, 5.847], [-0.033, 2.063, 5.033], [0.202, 0.583, 4.081], [-2.906, 2.639, 4.691], [-3.826, 2.131, 3.327], [-2.312, 4.493, 2.559], [-3.168, 4.767, 4.089], [-4.044, 4.258, 2.661], [-1.702, -0.293, 2.802], [0.282, -0.504, 2.075], [-0.301, 1.665, -0.035], [0.833, 0.392, -0.325], [2.034, 2.263, 0.313], [1.040, 2.623, 1.669], [2.518, -0.025, 1.773], [2.066, 1.112, 3.046], [4.489, 0.890, 2.564], [3.833, 2.478, 2.760], [4.227, 2.913, 0.682], [-0.850, -0.926, -0.507], [-0.813, -3.430, 0.747], [0.527, -2.544, 1.397], [0.749, -3.949, -0.770], [0.042, -2.519, -1.596], [2.029, -1.518, 0.082], [2.782, -2.946, -0.568], [3.699, -0.512, -0.853], [4.135, -0.925, -2.493], [3.003, 0.378, -2.173], [-2.924, -1.445, -0.229], [-4.743, -3.429, 2.099], [-4.876, -2.548, 0.741], [-2.153, -3.680, 2.887], [-4.690, 0.931, -2.067], [-4.817, -0.333, -0.846], [-5.345, 1.299, -0.456], [-2.584, 3.210, 0.829], [-3.970, 3.300, -0.307], [-1.378, 4.342, -0.692], [-2.619, 4.197, -1.938], [-1.433, 2.919, -1.702], [7.156, -7.142, 2.094], [6.269, -6.040, 2.323], [4.855, -6.002, 1.596], [4.036, -4.856, 1.988], [4.213, -7.422, 1.857], [3.866, -7.753, 3.209], [5.209, -6.099, 0.057], [5.641, -4.884, -0.571], [7.276, -7.693, 3.025], [6.783, -7.816, 1.324], [8.122, -6.748, 1.785], [3.852, -6.872, 3.850], [4.588, -8.471, 3.596], [2.878, -8.206, 3.203], [6.404, -5.130, -1.304], [6.063, -4.188, 0.156], [4.796, -4.415, -1.072], [-3.174, 5.721, -7.950], [-3.027, 5.635, -6.526], [-2.204, 4.433, -5.889], [-2.089, 4.547, -4.438], [-0.847, 4.377, -6.696], [0.049, 5.490, -6.560], [-2.903, 3.120, -6.429], [-4.106, 2.702, -5.774], [-2.656, 6.612, -8.301], [-2.769, 4.847, -8.458], [-4.233, 5.809, -8.182], [-0.210, 6.117, -5.707], [0.016, 6.085, -7.472], [1.054, 5.099, -6.423], [-4.763, 2.274, -6.528], [-4.613, 3.537, -5.291], [-3.866, 1.943, -5.031]], "forces_ev_per_angstrom": [[0.6, 0.5, 0.1], [-1.2, -1.1, -0.4], [0.8, 1.8, -0.2], [-0.4, 0.3, 0.1], [0.1, -0.7, -0.2], [0.2, 0.4, 1.8], [-1.0, -1.8, -0.5], [0.8, 0.5, 0.6], [-0.4, -0.1, -0.3], [0.3, 0.6, 0.0], [-0.6, -0.1, 0.3], [0.0, 0.4, -0.1], [0.0, 0.4, -1.3], [-0.2, 0.1, 0.2], [0.7, 0.1, 0.6], [0.3, 0.6, -0.1], [-0.5, -0.1, 0.0], [0.3, 0.1, -0.1], [0.1, 0.2, 0.3], [-0.3, -0.3, 0.0], [-0.1, 1.1, 0.8], [0.8, -0.2, -0.2], [-1.4, -1.6, -1.4], [0.4, 0.3, 0.5], [0.9, 0.2, -0.5], [0.3, 0.1, 0.9], [0.3, 0.0, -0.8], [-0.1, -0.5, 0.5], [-0.3, -0.3, 0.0], [0.1, -0.3, 0.2], [-0.3, 0.0, 0.0], [0.1, 0.3, 0.0], [0.6, 0.2, 0.0], [0.1, -0.3, 0.3], [0.1, -0.3, 0.0], [0.2, 0.3, 0.0], [0.1, 0.3, 0.2], [-0.2, 0.2, -0.2], [-0.3, -0.1, -0.2], [0.3, 0.5, 0.4], [-0.3, 0.0, -0.1], [0.1, -0.2, -0.3], [0.2, 0.0, -0.2], [0.0, 0.2, 0.2], [-0.1, -0.2, -0.2], [-0.1, -0.4, 0.3], [0.4, -0.1, -0.1], [0.1, 0.3, 0.0], [0.2, -0.5, 0.0], [0.1, 0.2, -0.2], [-0.3, 0.1, 0.1], [0.2, -0.3, 0.2], [-0.2, -0.3, -0.4], [-0.1, -0.2, -0.3], [0.1, 0.2, 0.3], [0.0, -0.2, 0.1], [0.0, -0.1, 0.4], [0.0, -0.2, -0.1], [-0.2, 0.1, -0.2], [-0.1, 0.1, -0.2], [0.0, -0.5, -0.2], [0.1, -0.4, -0.4], [-0.3, 0.4, 0.4], [0.1, 0.1, -0.3], [-0.1, -0.2, -0.1], [-0.3, 0.1, 0.0], [-0.3, -0.1, 0.3], [-0.3, 0.1, 0.5], [0.1, 0.3, 0.0], [0.0, 0.1, -0.2], [0.1, 0.1, -0.3], [0.1, -0.1, 0.0], [-0.2, 0.2, 0.2], [0.1, 0.0, 0.0], [0.1, 0.2, 0.1], [0.1, 0.0, -0.3], [0.0, -0.1, 0.2], [-0.2, -0.3, 0.0], [0.0, 0.2, -0.1], [0.0, 0.0, 0.0], [0.0, 0.0, 0.0], [0.0, 0.0, 0.0], [0.0, 0.0, 0.0], [0.0, 0.0, 0.0], [0.0, 0.0, -0.1], [0.0, -0.1, 0.0], [0.0, 0.0, 0.0], [0.0, 0.0, 0.0], [0.0, 0.1, -0.2], [0.1, 0.0, 0.2], [0.0, 0.1, -0.2], [-0.2, 0.1, 0.2], [-0.1, -0.2, -0.1], [0.1, 0.2, 0.0], [0.2, 0.0, -0.1], [-0.1, -0.1, 0.1], [0.0, 0.0, 0.0], [0.0, 0.0, 0.0], [0.0, 0.0, 0.1], [0.0, 0.0, 0.0], [0.0, 0.0, 0.0], [0.0, -0.1, 0.0], [0.1, 0.0, -0.1], [0.0, 0.0, 0.0], [0.0, 0.0, 0.0]], "lumo_energy_ev": -1.784, "total_energy_ha": -3776.76513, "charge": 1, "homo_lumo_gap_ha": 0.346}



[2]
{"formula": "C25H61Br2FInN4O6", "method": "ωB97M-V with the def2-TZVPD basis set", "elements": ["C", "N", "C", "In", "C", "C", "F", "C", "Br", "C", "C", "Br", "H", "H", "H", "H", "H", "H", "H", "H", "H", "H", "H", "H", "H", "H", "H", "H", "C", "O", "C", "C", "N", "C", "C", "O", "C", "H", "H", "H", "H", "H", "H", "H", "H", "H", "H", "H", "H", "H", "H", "H", "C", "O", "C", "C", "N", "C", "C", "O", "C", "H", "H", "H", "H", "H", "H", "H", "H", "H", "H", "H", "H", "H", "H", "H", "C", "O", "C", "C", "N", "C", "C", "O", "C", "H", "H", "H", "H", "H", "H", "H", "H", "H", "H", "H", "H", "H", "H", "H"], "xyz": [[-0.848, 3.917, 4.907], [-1.329, 4.165, 3.540], [-2.823, 4.062, 3.448], [-3.499, 1.960, 4.040], [-5.566, 1.468, 3.281], [-6.732, 1.804, 4.254], [-6.344, 2.483, 5.398], [-2.053, 0.512, 3.006], [-3.089, -0.801, 1.975], [-1.070, -0.018, 4.075], [-1.132, -1.510, 4.483], [0.819, 0.396, 3.478], [-0.215, 3.001, 4.940], [-0.183, 4.737, 5.251], [-1.659, 3.761, 5.638], [-0.932, 3.468, 2.922], [-3.329, 4.846, 4.038], [-3.057, 4.231, 2.372], [-3.457, 1.775, 5.841], [-5.789, 1.971, 2.314], [-5.627, 0.385, 3.054], [-7.232, 0.861, 4.548], [-7.494, 2.379, 3.693], [-1.482, 1.128, 2.288], [-1.197, 0.589, 4.989], [-1.487, -1.603, 5.528], [-1.724, -2.182, 3.848], [-0.103, -1.916, 4.500], [5.881, -4.661, -0.785], [6.333, -3.958, 0.357], [6.409, -2.548, 0.166], [5.344, -1.829, 0.984], [4.010, -2.071, 0.447], [2.921, -1.626, 1.324], [2.786, -2.298, 2.691], [2.406, -3.671, 2.634], [3.473, -4.582, 2.444], [6.015, -5.726, -0.597], [4.817, -4.478, -0.969], [6.458, -4.388, -1.674], [6.344, -2.274, -0.892], [7.391, -2.232, 0.529], [5.546, -0.754, 0.968], [5.433, -2.181, 2.019], [3.898, -3.062, 0.284], [1.991, -1.799, 0.780], [3.004, -0.544, 1.467], [1.970, -1.786, 3.208], [3.675, -2.169, 3.322], [4.399, -4.234, 2.907], [3.631, -4.772, 1.378], [3.189, -5.530, 2.905], [2.020, -2.472, -5.588], [0.626, -2.608, -5.382], [0.197, -3.959, -5.262], [-0.253, -4.262, -3.838], [0.880, -4.290, -2.919], [0.499, -4.320, -1.505], [-0.272, -3.122, -0.943], [0.482, -1.924, -0.887], [0.508, -1.175, -2.090], [2.221, -1.429, -5.830], [2.582, -2.725, -4.683], [2.362, -3.096, -6.419], [0.965, -4.665, -5.592], [-0.666, -4.078, -5.924], [-0.752, -5.236, -3.821], [-0.984, -3.496, -3.556], [1.449, -3.469, -3.075], [1.427, -4.411, -0.934], [-0.077, -5.231, -1.316], [-0.520, -3.360, 0.095], [-1.229, -2.955, -1.448], [-0.420, -1.276, -2.658], [1.364, -1.467, -2.704], [0.640, -0.126, -1.824], [0.143, 5.734, -4.022], [-1.036, 6.152, -3.360], [-2.232, 5.756, -4.023], [-2.973, 4.694, -3.220], [-2.260, 3.420, -3.238], [-2.777, 2.435, -2.286], [-2.696, 2.767, -0.793], [-1.374, 2.813, -0.278], [-0.704, 4.050, -0.451], [0.989, 6.221, -3.535], [0.282, 4.651, -3.941], [0.133, 6.026, -5.076], [-2.041, 5.416, -5.045], [-2.869, 6.643, -4.083], [-3.969, 4.552, -3.650], [-3.090, 5.076, -2.200], [-1.287, 3.587, -3.022], [-2.209, 1.515, -2.450], [-3.818, 2.213, -2.542], [-3.189, 1.951, -0.257], [-3.248, 3.675, -0.529], [-1.391, 4.899, -0.418], [-0.141, 4.053, -1.389], [0.014, 4.156, 0.363]], "forces_ev_per_angstrom": [[0.9, -0.3, 0.0], [-0.6, 0.4, 0.6], [0.2, -0.9, -0.8], [-0.7, 0.5, 0.2], [-0.8, 0.0, 0.0], [0.1, -1.1, -1.7], [-0.1, 0.3, 0.1], [0.4, 0.9, 0.8], [0.5, 0.0, -0.1], [-0.9, -0.6, -0.3], [0.7, -0.2, 0.6], [-0.3, 0.4, 0.2], [-0.3, 0.4, 0.0], [-0.5, -0.3, -0.1], [0.2, 0.2, -0.4], [-0.1, 0.0, 0.1], [0.4, -0.2, -0.2], [-0.1, 0.0, 0.6], [0.2, -0.2, -0.4], [0.4, -0.1, 0.5], [0.2, 0.5, 0.2], [0.3, 0.4, 0.3], [0.3, 0.2, 0.7], [-0.5, -0.6, 0.1], [0.5, -0.2, -0.5], [-0.1, 0.1, -0.5], [0.1, 0.6, 0.0], [-0.5, 0.1, 0.0], [0.0, -0.1, 0.3], [0.0, 0.0, -0.4], [0.0, 0.3, 0.5], [-0.1, -0.3, -0.3], [0.2, 0.1, 0.1], [-0.1, -0.3, -0.1], [-0.3, 0.2, 0.0], [0.3, 0.0, 0.0], [-0.4, 0.0, 0.0], [0.0, 0.0, 0.1], [0.0, 0.0, -0.2], [0.0, 0.0, 0.0], [-0.1, -0.1, 0.0], [0.0, 0.0, 0.0], [0.0, 0.0, 0.0], [0.2, 0.1, 0.1], [0.0, 0.0, 0.0], [0.0, 0.1, 0.1], [0.0, 0.0, 0.1], [0.3, -0.3, -0.1], [0.1, -0.2, -0.1], [0.0, 0.0, -0.1], [0.2, 0.0, 0.0], [0.0, 0.0, 0.0], [-0.2, 0.2, 0.1], [0.3, -0.2, -0.1], [-0.5, 0.0, 0.2], [0.4, 0.2, -0.1], [-0.2, -0.1, 0.0], [0.2, 0.1, 0.0], [0.0, -0.2, 0.4], [-0.2, -0.1, -0.3], [0.2, 0.1, 0.3], [-0.1, 0.0, 0.0], [0.1, -0.1, -0.1], [0.0, 0.0, 0.0], [0.1, 0.1, 0.1], [0.0, 0.0, 0.0], [0.0, 0.0, 0.0], [-0.2, 0.0, -0.1], [0.0, 0.0, 0.0], [-0.1, 0.0, 0.1], [-0.1, 0.0, 0.0], [0.0, 0.0, 0.0], [0.1, 0.0, -0.1], [0.0, -0.1, 0.0], [-0.1, 0.0, -0.2], [0.0, 0.0, 0.1], [0.0, 0.1, 0.3], [0.2, -0.1, -0.3], [-0.5, 0.1, 0.4], [0.4, 0.0, -0.1], [-0.2, 0.1, 0.0], [0.3, 0.0, 0.0], [-0.1, -0.4, 0.1], [-0.1, 0.2, -0.1], [0.1, -0.3, 0.1], [-0.1, 0.0, 0.0], [0.0, 0.0, -0.2], [0.0, -0.1, 0.0], [0.1, -0.1, 0.1], [0.0, 0.0, 0.0], [0.0, 0.0, 0.0], [-0.1, 0.1, 0.0], [0.0, 0.0, 0.0], [-0.1, 0.0, 0.1], [0.0, 0.1, 0.0], [0.0, 0.0, 0.0], [0.1, 0.1, -0.1], [0.0, 0.0, -0.1], [0.0, 0.2, -0.1], [-0.1, 0.0, 0.0]], "lumo_energy_ev": 2.188, "total_energy_ha": -7097.41330, "charge": -1, "homo_lumo_gap_ha": 0.221}